1.
Here is a cluster of 4 separate species, C35H59N2O10P2 in total in a non-equilibrium geometry from the OMol25 dataset. Energies are from the ωB97M-V functional and the def2-TZVPD basis.

Values from the calculation:
**M**: 729.8 g mol⁻¹
**HOMO energy**: -0.40756 Ha
**DFT total energy**: -2913.26258 Eh
**Net charge**: +1

Cartesian coordinates (Å):
C (-6.57, 0.34, 1.50)
C (-7.08, 1.22, 2.72)
C (-6.34, 0.90, 4.10)
C (-5.42, 2.10, 4.55)
O (-4.13, 2.09, 3.91)
O (-3.46, 0.92, 4.29)
C (-2.12, 0.99, 3.83)
O (-1.27, 1.10, 4.65)
C (-1.93, 0.85, 2.30)
C (-2.88, 0.00, 1.56)
C (-2.77, -0.13, 0.10)
P (-4.11, -1.27, -0.60)
C (-3.10, -2.70, -1.34)
O (-5.00, -0.52, -1.82)
N (-1.78, 0.52, -0.65)
C (-1.77, 0.37, -2.14)
C (-0.41, -0.19, -2.74)
C (-2.29, 1.68, -2.89)
C (-3.72, 2.18, -2.42)
C (-0.83, 1.30, 0.02)
C (0.36, 2.03, -0.67)
C (1.71, 1.22, -0.81)
P (1.96, -0.33, 0.13)
O (2.97, -1.15, -0.65)
O (2.71, -0.05, 1.62)
C (3.86, -0.91, 1.82)
C (4.35, -0.64, 3.31)
O (0.64, -1.31, 0.35)
C (0.95, -2.73, 0.32)
C (-0.25, -3.45, 1.09)
C (-0.88, 1.50, 1.49)
C (0.10, 2.41, 2.26)
C (1.14, 1.93, 3.19)
C (1.99, 2.96, 3.86)
C (1.70, 4.35, 3.53)
N (0.72, 4.84, 2.71)
C (-0.03, 3.87, 2.11)
H (-5.80, 0.91, 0.92)
H (-7.46, 0.20, 0.81)
H (-6.23, -0.68, 1.81)
H (-8.17, 0.94, 2.87)
H (-7.06, 2.33, 2.49)
H (-7.14, 0.77, 4.88)
H (-5.80, -0.08, 4.03)
H (-5.34, 2.08, 5.68)
H (-5.91, 3.06, 4.22)
H (-3.68, -0.50, 2.15)
H (-2.00, -2.58, -1.09)
H (-3.16, -2.72, -2.46)
H (-3.41, -3.69, -0.90)
H (-5.79, -1.07, -1.95)
H (-2.51, -0.41, -2.49)
H (-0.67, -0.76, -3.68)
H (0.12, -0.91, -2.07)
H (0.20, 0.69, -3.08)
H (-2.39, 1.37, -3.98)
H (-1.59, 2.54, -2.87)
H (-3.86, 3.29, -2.47)
H (-3.95, 1.75, -1.41)
H (-4.47, 1.71, -3.12)
H (0.06, 2.34, -1.72)
H (0.60, 3.01, -0.17)
H (1.88, 0.98, -1.90)
H (2.56, 1.92, -0.55)
H (4.73, -0.69, 1.16)
H (3.64, -2.01, 1.75)
H (4.36, 0.48, 3.41)
H (3.52, -1.00, 3.98)
H (5.34, -1.11, 3.53)
H (0.92, -3.07, -0.75)
H (1.88, -3.02, 0.86)
H (-0.90, -2.64, 1.54)
H (-0.92, -4.02, 0.40)
H (0.11, -4.05, 1.97)
H (1.28, 0.84, 3.36)
H (2.80, 2.60, 4.54)
H (2.36, 5.12, 4.02)
H (-0.85, 4.23, 1.42)
C (7.73, 2.20, 0.62)
C (7.48, 1.54, 1.95)
O (6.76, 0.57, 2.04)
C (8.15, 2.13, 3.16)
H (7.19, 1.68, -0.16)
H (7.39, 3.24, 0.65)
H (8.80, 2.17, 0.39)
H (7.82, 3.16, 3.30)
H (9.23, 2.09, 3.04)
H (7.88, 1.55, 4.04)
C (-0.39, -1.03, -7.57)
C (-1.52, -0.79, -6.61)
O (-1.42, -1.08, -5.43)
C (-2.77, -0.17, -7.16)
H (0.45, -1.48, -7.04)
H (-0.71, -1.72, -8.36)
H (-0.06, -0.09, -8.01)
H (-3.20, -0.81, -7.93)
H (-2.55, 0.82, -7.58)
H (-3.50, -0.05, -6.36)
C (4.08, -3.75, -2.35)
C (3.74, -4.87, -1.39)
O (2.66, -4.92, -0.85)
C (4.80, -5.90, -1.14)
H (3.22, -3.08, -2.44)
H (4.93, -3.19, -1.98)
H (4.30, -4.17, -3.34)
H (5.69, -5.43, -0.71)
H (5.06, -6.41, -2.07)
H (4.42, -6.64, -0.43)


2.
Here is a structure of composition C35H59N4O9PtS4 in a non-equilibrium geometry from the OMol25 dataset. Energies are from the ωB97M-V functional and the def2-TZVPD basis.

Values from the calculation:
**Energy above the lowest of the compared OMol25 structures with the same formula, charge and spin**: 77.8 kcal/mol
**M**: 1003.2 g mol⁻¹
**HOMO energy (spin up / spin down)**: -0.36702 / -0.36702 Ha
**DFT total energy**: -3976.67630 Eh
**Net charge**: +1
**Multiplicity**: 3

Cartesian coordinates (Å):
Pt (1.53, 3.81, 0.19)
C (-0.11, -0.41, 0.49)
C (0.03, 0.86, -0.46)
C (-1.24, 1.01, -1.25)
O (0.42, 1.99, 0.32)
H (-1.02, -0.51, 1.08)
H (0.66, -0.39, 1.26)
H (0.05, -1.30, -0.12)
H (0.87, 0.70, -1.14)
H (-1.16, 1.97, -1.75)
H (-2.08, 1.05, -0.55)
H (-1.44, 0.24, -1.99)
C (3.33, -5.43, 1.07)
C (2.32, -4.28, 1.42)
C (2.69, -3.05, 0.57)
S (2.86, -3.77, -1.20)
O (3.97, -3.30, -2.01)
O (1.52, -3.81, -1.71)
C (3.41, -5.45, -0.49)
H (2.93, -6.36, 1.48)
H (4.36, -5.25, 1.41)
H (2.28, -4.02, 2.48)
H (1.31, -4.59, 1.17)
H (3.71, -2.67, 0.69)
H (1.98, -2.22, 0.64)
H (4.30, -5.89, -0.94)
H (2.66, -6.17, -0.82)
C (4.42, -0.19, 1.05)
C (4.96, 0.94, 2.04)
C (5.60, 2.03, 1.21)
S (4.64, 2.13, -0.31)
O (5.56, 2.44, -1.38)
O (3.33, 2.80, -0.20)
C (4.31, 0.33, -0.33)
H (3.48, -0.45, 1.53)
H (5.13, -1.02, 1.04)
H (5.68, 0.42, 2.67)
H (4.17, 1.42, 2.62)
H (6.52, 1.54, 0.90)
H (5.80, 3.02, 1.62)
H (5.18, -0.08, -0.83)
H (3.40, 0.10, -0.89)
C (-3.64, 2.62, 4.61)
C (-3.14, 1.69, 3.50)
C (-1.90, 2.36, 2.82)
S (-0.99, 3.07, 4.15)
O (-0.43, 4.47, 3.91)
O (-0.14, 2.03, 4.63)
C (-2.39, 3.25, 5.35)
H (-4.34, 2.06, 5.24)
H (-4.31, 3.42, 4.30)
H (-3.94, 1.57, 2.76)
H (-2.85, 0.74, 3.94)
H (-2.35, 3.14, 2.19)
H (-1.15, 1.90, 2.18)
H (-2.44, 4.34, 5.42)
H (-2.24, 2.81, 6.34)
C (0.72, 2.43, -5.15)
C (2.23, 2.59, -4.85)
C (2.49, 3.00, -3.38)
S (1.11, 4.24, -3.17)
O (1.74, 5.47, -3.74)
O (0.68, 4.19, -1.77)
C (-0.08, 3.50, -4.33)
H (0.39, 1.43, -4.88)
H (0.48, 2.41, -6.21)
H (2.48, 3.38, -5.56)
H (2.75, 1.73, -5.26)
H (3.43, 3.41, -3.00)
H (2.01, 2.31, -2.69)
H (-0.64, 4.33, -4.75)
H (-0.70, 2.94, -3.63)
N (-4.92, 3.94, -0.55)
C (-5.75, 3.99, 0.56)
C (-5.95, 2.67, 1.07)
C (-5.06, 1.89, 0.30)
C (-4.65, 2.62, -0.81)
H (-4.81, 4.66, -1.25)
H (-6.27, 4.93, 0.68)
H (-6.48, 2.33, 1.94)
H (-4.90, 0.83, 0.43)
H (-4.16, 2.36, -1.74)
N (-3.25, -3.02, 0.98)
C (-4.17, -4.04, 0.74)
C (-4.85, -3.59, -0.31)
C (-4.31, -2.38, -0.84)
C (-3.32, -2.12, -0.03)
H (-2.65, -2.87, 1.77)
H (-4.30, -4.89, 1.40)
H (-5.67, -4.23, -0.62)
H (-4.73, -1.81, -1.65)
H (-2.65, -1.29, 0.12)
N (2.11, -1.82, -4.35)
C (0.82, -1.62, -3.90)
C (0.08, -1.34, -4.97)
C (0.93, -1.11, -6.12)
C (2.22, -1.57, -5.70)
H (2.94, -1.93, -3.78)
H (0.76, -1.75, -2.83)
H (-0.97, -1.13, -4.82)
H (0.61, -0.78, -7.09)
H (3.21, -1.58, -6.15)
N (-0.42, -3.04, 3.54)
C (-1.17, -1.90, 3.82)
C (-2.43, -2.32, 4.08)
C (-2.45, -3.73, 3.81)
C (-1.16, -4.18, 3.53)
H (0.58, -3.12, 3.43)
H (-0.71, -0.94, 3.98)
H (-3.24, -1.69, 4.43)
H (-3.31, -4.38, 3.87)
H (-0.73, -5.16, 3.50)